1.
The following is a DFT calculation (ωB97M-V with the def2-TZVPD basis set) of C2H5F in the gas phase at a distorted geometry.

Last column: Löwdin charge in e.
Positions of all 8 atoms, in Å:
F  -0.1657  0.0583  -1.7163  -0.091
C  -0.1532  0.4728  0.5820  -0.120
C  0.2141  -0.5140  -0.4994  -0.297
H  -1.2862  0.7405  0.4001  0.113
H  0.0078  -0.0395  1.5723  0.083
H  0.4874  1.3740  0.5118  0.072
H  1.3649  -0.7459  -0.4288  0.143
H  -0.4690  -1.3462  -0.4217  0.097

For the HOMO energy, the calculation gives -11.823 eV. The LUMO energy comes out at 0.0437 Ha. For the energy above the lowest of the compared OMol25 structures with the same formula, charge and spin, the calculation gives 25.7 kJ/mol. As for the SMILES: CCF.

***

2.
The following is a DFT calculation (ωB97M-V with the def2-TZVPD basis set) of C2H5F2N in the gas phase at a distorted geometry.

Last column: Löwdin charge in e.
Positions of all 10 atoms, in Å:
C  -1.2438  -0.0013  0.0186  -0.158
C  1.2862  0.0089  -0.3448  -0.449
N  0.0055  0.6346  0.3448  -0.024
F  1.4961  -1.2106  0.1377  0.071
F  2.3160  0.7228  -0.0019  0.127
H  -1.6439  0.2032  -0.8834  0.028
H  -1.3615  -1.1602  0.0424  0.109
H  -1.9549  0.2355  0.7700  0.066
H  0.8756  -0.1081  -1.3744  0.162
H  0.2246  0.6753  1.2911  0.068

For the HOMO energy, the calculation gives -9.564 eV. The LUMO energy comes out at 0.0417 Ha. For the energy above the lowest of the compared OMol25 structures with the same formula, charge and spin, the calculation gives 130.5 kJ/mol. As for the SMILES: CNC(F)F.

***

3.
The following is a DFT calculation (ωB97M-V with the def2-TZVPD basis set) of C2H5F2NO in the gas phase at a distorted geometry.

Last column: Löwdin charge in e.
Positions of all 11 atoms, in Å:
C  0.7898  0.3729  -0.1574  -0.168
C  -0.7162  0.0061  -0.1677  -0.617
N  -0.8768  -1.4085  -0.0379  0.117
O  0.7916  1.7732  0.1289  -0.030
F  -1.3646  0.6519  0.8384  0.074
F  -1.3253  0.5368  -1.2763  0.073
H  1.2380  -0.1428  -1.0288  0.134
H  1.2926  -0.1320  0.6627  0.114
H  0.0475  -1.8695  0.1469  0.101
H  -1.5932  -1.7910  0.5974  0.106
H  1.7165  2.0029  0.2937  0.097

For the HOMO energy, the calculation gives -10.413 eV. The LUMO energy comes out at 0.0236 Ha. For the energy above the lowest of the compared OMol25 structures with the same formula, charge and spin, the calculation gives 0.0 kJ/mol. As for the SMILES: NC(F)(F)CO.

***

4.
The following is a DFT calculation (ωB97M-V with the def2-TZVPD basis set) of C2H5FN2S in the gas phase at a distorted geometry.

Last column: Löwdin charge in e.
Positions of all 11 atoms, in Å:
C  0.9022  -0.4760  -0.0414  -0.522
C  1.1446  0.9405  0.3338  -0.235
H  -1.9590  0.7069  -0.7424  -0.141
H  -0.5227  -1.8304  -0.6730  0.084
H  2.7140  -1.1249  0.2971  0.056
H  2.2286  1.1311  0.1649  0.135
H  0.8555  1.0453  1.4013  0.133
N  -0.3726  -0.8376  -0.4634  -0.369
N  1.7533  -1.4220  0.0501  0.118
F  0.3893  1.7785  -0.3469  -0.018
S  -1.7978  -0.1815  0.2383  0.760

For the HOMO energy, the calculation gives -9.354 eV. The LUMO energy comes out at 0.0308 Ha. For the energy above the lowest of the compared OMol25 structures with the same formula, charge and spin, the calculation gives 17.6 kJ/mol. As for the SMILES: [H]/N=C(\CF)NS.

***

5.
The following is a DFT calculation (ωB97M-V with the def2-TZVPD basis set) of C2H5FS in the gas phase at a distorted geometry.

Last column: Löwdin charge in e.
Positions of all 9 atoms, in Å:
C  -0.7594  0.0364  0.3746  -0.347
C  0.2329  0.1580  -0.7523  -0.608
F  -2.0589  0.1763  -0.0829  -0.074
S  1.8620  0.2778  -0.0480  0.697
H  -0.7184  -1.0894  0.9476  0.170
H  -0.4994  0.9091  1.2011  0.144
H  0.2204  -0.9135  -1.1962  0.099
H  0.2222  0.8915  -1.4914  0.044
H  1.4987  -0.4462  1.0475  -0.125

For the HOMO energy, the calculation gives -9.293 eV. The LUMO energy comes out at 0.0339 Ha. For the energy above the lowest of the compared OMol25 structures with the same formula, charge and spin, the calculation gives 85.4 kJ/mol. As for the SMILES: FCCS.

***

6.
The following is a DFT calculation (ωB97M-V with the def2-TZVPD basis set) of 2 unconnected molecules or ions with the total composition C2H5FS at a distorted geometry.

Last column: Löwdin charge in e.
Positions of all 9 atoms, in Å:
C  -0.0655  0.9801  -0.0920  -0.614
C  1.3218  0.4296  0.2428  -0.287
H  -0.8452  -1.1670  1.4254  0.092
H  -0.1353  2.0189  0.3924  0.103
H  0.1769  1.2663  -1.0670  0.023
H  2.2164  1.1717  -0.2601  0.171
H  1.5105  0.2804  1.3723  0.116
F  1.5125  -0.9236  -0.2274  -0.148
S  -1.5046  -0.2323  -0.0450  0.543

For the HOMO energy, the calculation gives -9.397 eV. The LUMO energy comes out at -0.0130 Ha. For the energy above the lowest of the compared OMol25 structures with the same formula, charge and spin, the calculation gives 248.5 kJ/mol.

***

Which value of HOMO energy does entry 4 give? -9.354 eV